Entry 1:
Formula: C6H39NO12
Source: the Open Molecules 2025 dataset
Level of theory: the ωB97M-V functional and the def2-TZVPD basis

```
58
Properties=species:S:1:pos:R:3:forces:R:3:nbo_charge:R:1
C 0.8931 2.1060 0.5589 -1.812 -0.322 -0.771 -0.429
C 0.5283 2.8791 -0.7491 1.143 1.022 1.421 -0.233
C 1.1245 2.2104 -1.9763 -1.149 0.211 -0.250 -0.612
C 1.0656 4.3137 -0.4908 0.824 -0.427 -0.481 -0.599
C -0.0951 0.9656 0.8755 -1.010 0.318 -0.236 -0.230
N -0.2205 0.5709 2.2711 0.616 0.362 1.454 -0.686
C -1.2417 1.3429 3.0380 0.573 -0.812 -1.166 -0.410
H 0.7652 2.8723 1.3226 0.441 -0.323 0.530 0.200
H 1.8969 1.6865 0.4838 0.274 0.447 0.163 0.196
H -0.5325 3.1028 -0.8725 -0.071 -1.032 0.091 0.242
H 0.8668 2.8473 -2.8291 0.536 -0.161 -0.156 0.217
H 0.5946 1.2696 -2.1618 0.124 -0.087 0.069 0.194
H 2.1869 1.9772 -1.8951 0.018 0.304 -0.047 0.210
H 0.9779 4.9137 -1.3896 0.081 0.231 -0.200 0.206
H 2.1247 4.2542 -0.2029 -0.047 0.194 -0.169 0.189
H 0.5562 4.8495 0.3151 -0.202 -0.312 -0.052 0.202
H -1.0877 1.3046 0.5309 0.183 0.012 0.176 0.187
H 0.0543 0.0599 0.2817 0.483 0.014 -0.237 0.177
H 0.6382 0.8133 2.7757 -0.158 -0.545 -0.517 0.387
H -2.1778 0.8084 2.9009 -0.497 0.627 -0.006 0.177
H -1.2433 2.3472 2.6066 -0.658 0.212 0.513 0.179
H -1.0355 1.3272 4.1102 0.257 0.143 -0.195 0.202
H -1.2460 -0.2479 -3.0736 0.198 0.098 0.463 0.500
H -2.4089 -0.6240 -3.8076 -0.717 0.244 0.088 0.487
O -2.2022 -0.0665 -3.0440 0.719 -0.877 -0.626 -0.971
H -4.3908 2.2619 0.4215 -0.117 0.137 0.016 0.471
H -3.2657 1.2925 0.2296 0.361 -0.185 -0.420 0.474
O -3.7796 1.7112 0.9155 -0.244 0.056 0.315 -0.943
H -2.9941 2.5872 -2.6430 -0.634 0.773 -0.236 0.461
H -2.0857 1.5228 -2.3963 0.412 0.348 0.201 0.491
O -2.1649 2.4780 -2.1871 -0.137 -0.748 -0.003 -0.971
H 2.2991 2.4085 3.3920 -0.186 0.132 0.400 0.471
H 2.6946 1.1779 2.7055 0.196 -0.507 0.013 0.473
O 2.2760 1.4534 3.5283 0.393 0.473 -0.277 -0.921
H 2.1330 -4.1507 0.4791 -0.494 0.318 -0.110 0.473
H 0.9138 -3.3884 -0.1657 0.413 -0.064 -0.097 0.506
O 1.5216 -3.4053 0.6082 0.629 -0.473 0.141 -1.010
H -0.8964 -1.7556 1.9802 -0.380 0.625 0.421 0.519
H -2.2459 -0.9454 2.0363 0.245 0.646 0.065 0.487
O -1.8689 -1.8184 2.0630 0.146 -1.386 -0.356 -0.976
H 0.2652 -2.6382 3.8065 0.133 -0.195 -0.175 0.475
H 0.9794 -3.3602 2.5989 -0.149 0.099 0.003 0.490
O 0.9159 -2.5391 3.1010 -0.087 0.299 0.190 -0.963
H -0.8134 -3.7508 -0.9538 0.468 0.061 -0.434 0.499
H -0.4507 -2.7290 -1.9206 0.379 0.028 0.063 0.497
O -0.0449 -3.5231 -1.5306 -1.114 0.102 0.192 -0.973
H 3.5243 -1.7671 -2.5242 -0.552 0.701 -0.112 0.470
H 2.7447 -0.8701 -1.5649 -0.041 0.223 0.346 0.503
O 2.8565 -1.0501 -2.5092 0.719 -0.812 -0.309 -0.988
H -2.7695 -3.7322 -0.2744 -0.333 0.153 -0.214 0.460
H -2.3384 -2.5156 0.5223 -0.015 0.149 -0.666 0.507
O -2.4871 -2.8188 -0.4212 0.163 -0.509 1.004 -0.988
H 2.1039 -0.6717 0.8368 0.130 -0.169 -0.100 0.488
H 2.9432 -1.8306 0.3320 -0.273 0.502 0.258 0.498
O 2.9079 -0.8525 0.3248 -0.093 -0.341 0.021 -0.973
H 1.1340 -0.8565 -3.7455 0.277 -0.129 0.281 0.510
H 0.6306 -2.2667 -3.4499 0.293 -0.019 -0.039 0.486
O 0.3309 -1.3851 -3.6835 -0.655 0.171 -0.246 -0.988
```
Forces are in eV/Å.

For the relative energy (zero: lowest compared OMol25 entry of this formula, charge and spin), the calculation gives 200.60 kJ/mol. Its total charge is 0. For the LUMO energy, the calculation gives 0.1578 eV. The frontier orbital gap is 8.57 eV. The calculation puts the HOMO energy at -8.41 eV.

=====

Entry 2:
Formula: H28O14
Source: the Open Molecules 2025 dataset
Level of theory: the ωB97M-V functional and the def2-TZVPD basis

```
42
Properties=species:S:1:pos:R:3:forces:R:3:nbo_charge:R:1
O -1.4235 2.9598 1.4104 -0.846 0.708 0.351 -0.954
H -2.0861 2.4327 0.9654 -0.057 -0.642 -0.371 0.489
H -1.6968 3.8444 1.1286 0.280 0.073 0.224 0.486
O 1.1730 -1.0317 -2.9079 0.993 0.735 -0.611 -0.961
H 0.3655 -0.6701 -3.2568 -0.593 0.041 -0.082 0.478
H 0.9423 -1.5914 -2.1827 -0.473 -0.728 0.646 0.495
O 3.5003 -0.9911 -0.8132 -0.128 -0.302 1.032 -0.973
H 3.3545 -0.8351 0.1451 -0.656 -0.742 -0.573 0.480
H 4.0944 -0.2719 -0.9792 0.555 0.642 -0.955 0.466
O 0.0363 0.0111 -0.0959 -0.491 -3.346 -2.321 -0.984
H 0.6891 0.1150 -0.8006 0.014 -0.027 0.035 0.494
H 0.0870 0.7747 0.3857 0.474 3.227 1.972 0.480
O -1.1333 -2.6685 -1.7180 -0.570 0.024 -1.179 -0.972
H -1.9071 -2.4905 -2.3055 0.997 -0.098 0.888 0.472
H -1.2721 -2.1722 -0.9007 -0.375 0.136 -0.501 0.482
O -1.9218 -2.3375 0.8354 -2.322 0.453 0.378 -0.967
H -2.3421 -3.2038 0.7705 0.352 0.085 -0.015 0.493
H -1.0015 -2.4459 0.7238 2.217 -0.534 0.374 0.509
O -2.1640 1.8988 -1.9204 2.381 -1.227 1.613 -0.972
H -3.0355 2.0757 -2.1540 -2.372 0.492 -0.734 0.452
H -2.2253 1.1673 -1.2394 0.147 0.928 -1.107 0.500
O 0.3848 0.5404 2.6131 1.083 2.030 0.897 -0.989
H -0.4668 0.1219 2.4645 -0.778 0.105 -0.017 0.510
H 0.2715 1.4914 2.8999 -0.119 -1.877 -0.483 0.485
O 1.2715 -2.8416 1.0727 -0.790 -2.725 -0.981 -0.990
H 1.3922 -1.9521 1.3341 1.046 1.477 -0.237 0.499
H 1.8301 -3.1490 0.3201 -0.457 1.197 1.062 0.494
O 1.0509 2.8561 0.5290 -0.091 -0.427 1.430 -0.970
H 0.3115 2.9240 1.1845 0.840 -0.146 -1.028 0.481
H 0.7837 3.4553 -0.1535 -0.132 0.446 -0.758 0.469
O 3.4069 0.7860 -3.1815 -1.670 3.309 1.572 -0.961
H 3.9822 0.2309 -3.5878 2.689 -2.546 -1.948 0.455
H 2.6821 0.2371 -2.9177 -0.948 -0.766 0.334 0.496
O -3.0431 0.1166 -0.0548 -1.110 0.326 -0.092 -0.992
H -2.7448 -0.7175 0.3305 0.392 -0.810 -0.090 0.525
H -4.0048 0.0189 -0.1778 0.547 0.050 0.062 0.488
O -2.1727 0.0574 2.4342 0.549 -2.027 0.237 -0.934
H -2.5297 0.4389 1.6579 -0.706 0.515 -1.499 0.479
H -2.2644 0.7080 3.0811 -0.307 1.614 1.926 0.471
O 2.6513 -0.3148 1.6743 1.049 -0.703 -0.007 -1.004
H 1.8128 0.1159 1.9050 -0.044 0.623 0.089 0.516
H 3.3616 0.3065 1.4819 -0.571 0.436 0.468 0.477
```
Forces are in eV/Å.

For the relative energy (zero: lowest compared OMol25 entry of this formula, charge and spin), the calculation gives 181.85 kJ/mol. Its total charge is 0. For the LUMO energy, the calculation gives -0.3178 eV. The frontier orbital gap is 9.98 eV. The calculation puts the HOMO energy at -10.30 eV.

=====

Entry 3:
Formula: C19H22N2O5S
Source: the Open Molecules 2025 dataset
Level of theory: the ωB97M-V functional and the def2-TZVPD basis

```
49
Properties=species:S:1:pos:R:3:forces:R:3:nbo_charge:R:1
C -4.8593 -1.4674 -2.0969 0.220 -0.060 0.099 -0.629
H -4.8698 -1.9359 -3.0775 -0.065 -0.045 -0.116 0.213
H -5.8577 -1.5315 -1.6683 -0.128 -0.014 0.002 0.199
H -4.5876 -0.4209 -2.2046 -0.076 0.035 -0.076 0.235
C -3.8481 -2.1635 -1.1925 -0.032 -0.080 -0.475 -0.226
N -3.7549 -1.5833 0.1312 0.390 0.752 0.370 -0.863
S -2.8442 -0.1810 0.2927 -0.611 -0.853 0.012 2.318
O -2.9224 0.6294 -0.8944 0.338 -0.272 -0.099 -0.958
O -3.2581 0.3922 1.5377 0.085 -0.153 0.208 -0.937
C -1.2319 -0.9283 0.3929 -0.380 0.246 -0.202 -0.338
C -0.4040 -0.9319 -0.7101 -0.070 0.086 -0.140 -0.191
C 0.7858 -1.6414 -0.6714 -0.027 -0.139 0.155 -0.174
C 1.1478 -2.3442 0.4722 -0.124 -0.038 -0.022 -0.014
C 0.3082 -2.2975 1.5855 -0.081 0.102 -0.050 -0.219
C -0.8835 -1.5986 1.5481 0.050 -0.019 0.175 -0.173
H -1.5492 -1.5571 2.3946 -0.047 -0.078 0.186 0.241
H 0.5889 -2.8292 2.4841 0.021 -0.043 0.092 0.216
C 2.3971 -3.1867 0.5454 0.123 -0.041 -0.136 -0.429
H 2.1035 -4.2295 0.3824 0.076 0.034 0.103 0.236
H 2.8019 -3.1418 1.5606 -0.045 -0.038 0.012 0.208
C 3.4864 -2.8458 -0.4709 -0.087 0.007 -0.028 -0.502
C 3.8856 -1.3783 -0.5828 0.008 -0.483 0.176 0.682
O 4.3962 -0.9402 -1.5917 0.065 0.137 -0.346 -0.624
N 3.7032 -0.6349 0.5310 0.031 0.121 0.405 -0.615
H 3.1524 -1.0048 1.2866 0.046 -0.106 -0.083 0.393
C 3.9226 0.7960 0.5281 0.069 0.185 -0.064 -0.242
C 2.6705 1.5759 0.2018 0.112 0.050 -0.150 -0.040
C 2.6930 2.5529 -0.7788 0.110 -0.157 0.153 -0.202
C 1.5683 3.3158 -1.0880 -0.443 0.102 0.069 -0.259
C 0.4172 3.0474 -0.3893 0.234 -0.398 0.328 0.230
C 0.3758 2.0394 0.5776 0.281 0.413 -0.289 0.307
C 1.4879 1.3042 0.9004 -0.293 0.229 -0.028 -0.292
H 1.4367 0.5512 1.6699 -0.030 -0.166 0.134 0.216
O -0.8827 1.9618 1.1013 0.478 -0.246 0.025 -0.500
C -1.6191 3.0064 0.4922 -1.294 0.473 0.393 0.228
O -0.8043 3.6467 -0.4708 0.323 0.048 -0.367 -0.477
H -1.9177 3.7355 1.2631 0.183 -0.140 -0.153 0.152
H -2.5091 2.5873 0.0087 0.306 0.180 0.093 0.195
H 1.5973 4.0844 -1.8415 0.000 0.112 -0.112 0.228
H 3.6096 2.7362 -1.3174 0.131 -0.010 -0.069 0.216
H 4.6887 0.9970 -0.2233 -0.047 0.036 0.170 0.239
H 4.3009 1.0870 1.5139 0.032 -0.031 -0.118 0.204
H 4.3940 -3.4002 -0.2165 -0.027 0.019 -0.071 0.242
H 3.1955 -3.1687 -1.4717 0.066 0.069 0.015 0.233
H 1.4255 -1.6409 -1.5392 0.093 0.026 -0.130 0.221
H -0.6986 -0.3787 -1.5882 0.022 0.062 -0.142 0.246
H -4.6478 -1.4761 0.5888 -0.100 0.196 0.234 0.401
H -2.8471 -2.0940 -1.6238 -0.040 -0.216 -0.121 0.204
H -4.1015 -3.2227 -1.0765 0.154 0.106 -0.025 0.200
```
Forces are in eV/Å.

For the relative energy (zero: lowest compared OMol25 entry of this formula, charge and spin), the calculation gives 167.30 kJ/mol. Its total charge is 0. For the LUMO energy, the calculation gives 0.5196 eV. Its SMILES is CCNS(=O)(=O)c1ccc(CCC(=O)NCc2ccc3c(c2)OCO3)cc1. The frontier orbital gap is 8.43 eV. The calculation puts the HOMO energy at -7.91 eV.

=====

Entry 4:
Formula: C21H18N6NiOSe
Source: the Open Molecules 2025 dataset
Level of theory: the ωB97M-V functional and the def2-TZVPD basis

```
48
Properties=species:S:1:pos:R:3:forces:R:3:nbo_charge:R:1
Ni -0.0566 -0.0483 -0.0007 -1.095 0.994 -0.013 1.249
O -1.4027 -1.3452 0.0023 1.314 0.275 -0.001 -0.719
C -2.6957 -1.2600 0.0021 -0.645 0.452 -0.002 0.383
C -3.4383 -2.4668 0.0020 0.321 0.003 0.000 -0.280
C -4.8097 -2.4800 0.0020 0.097 0.119 -0.001 -0.174
C -5.5223 -1.2785 0.0020 -0.191 -0.021 0.000 -0.278
C -4.8328 -0.0898 0.0016 0.039 -0.016 0.000 -0.168
C -3.4317 -0.0445 0.0017 0.144 -0.442 0.000 -0.182
C -2.7315 1.2226 0.0007 0.004 0.248 -0.001 0.385
N -1.4195 1.4248 -0.0005 0.448 -0.911 0.003 -0.557
C -1.2056 2.7818 -0.0021 0.215 0.255 -0.001 -0.079
C -2.3997 3.4204 -0.0017 0.063 0.031 0.000 -0.089
N -3.3521 2.4287 0.0000 0.113 -0.167 0.000 -0.508
H -2.8571 -3.3798 0.0019 -0.058 -0.043 0.000 0.221
H -5.3379 -3.4248 0.0017 0.001 -0.006 0.001 0.213
H -6.6035 -1.2846 0.0021 0.003 0.030 -0.001 0.212
H -5.4071 0.8295 0.0011 0.006 0.014 0.001 0.184
H -0.2125 3.1987 -0.0037 0.026 -0.040 0.002 0.243
H -2.6586 4.4630 -0.0026 0.037 0.011 0.000 0.226
H -4.3447 2.5665 0.0005 -0.034 0.001 0.000 0.422
N 3.2620 -1.9028 1.5767 -0.143 -0.148 -0.116 -0.483
C 2.8251 -1.6311 2.8477 -0.049 0.066 0.114 -0.094
C 1.6129 -1.0222 2.7037 0.067 -0.031 0.127 -0.046
N 1.3169 -0.9102 1.3809 0.034 -0.563 -0.374 -0.527
C 2.3205 -1.4531 0.7195 -0.018 0.009 0.500 0.319
C 2.3153 -1.4596 -0.7245 -0.030 0.009 -0.506 0.326
N 1.3112 -0.9145 -1.3835 0.035 -0.568 0.385 -0.524
C 1.5975 -1.0385 -2.7072 0.048 -0.035 -0.126 -0.056
C 2.8033 -1.6589 -2.8547 -0.045 0.062 -0.125 -0.092
N 3.2467 -1.9243 -1.5848 -0.138 -0.146 0.125 -0.484
H 4.1419 -2.3297 1.3465 0.079 0.132 -0.055 0.429
H 3.4099 -1.8679 3.7177 -0.005 -0.042 -0.005 0.228
H 0.9424 -0.6679 3.4663 0.032 0.048 0.011 0.223
H 0.9250 -0.6830 -3.4676 0.034 0.043 -0.013 0.224
H 3.3793 -1.9088 -3.7269 -0.005 -0.039 0.006 0.228
H 4.1232 -2.3589 -1.3569 0.079 0.129 0.052 0.429
Se 2.8296 1.7927 -0.0299 -0.711 0.481 -0.006 -0.457
C 4.5175 0.9111 -0.0111 -0.478 -0.089 0.010 -0.174
C 5.1518 0.6139 1.1987 0.201 -0.025 -0.091 -0.280
C 6.3989 0.0047 1.2117 -0.061 0.003 0.013 -0.181
C 7.0332 -0.3161 0.0181 0.138 -0.170 0.005 -0.277
C 6.4045 -0.0407 -1.1897 -0.061 -0.008 -0.014 -0.222
C 5.1544 0.5626 -1.2056 0.201 -0.012 0.094 -0.267
H 4.6622 0.8762 2.1279 -0.032 0.020 -0.016 0.221
H 6.8816 -0.2171 2.1566 0.025 0.041 0.005 0.198
H 8.0162 -0.7700 0.0291 0.000 -0.019 -0.001 0.207
H 6.8940 -0.2934 -2.1234 0.018 0.029 -0.006 0.205
H 4.6654 0.7804 -2.1466 -0.026 0.038 0.018 0.221
```
Forces are in eV/Å.

Its total charge is 0. For the LUMO energy (spin up / spin down), the calculation gives -0.6334 / -0.7589 eV. The frontier orbital gap (spin up / spin down) is 5.65 / 5.49 eV. The calculation puts the HOMO energy (spin up / spin down) at -6.28 / -6.24 eV.

=====

Entry 5:
Formula: C4H5NO2
Source: the Open Molecules 2025 dataset
Level of theory: the ωB97M-V functional and the def2-TZVPD basis

```
12
Properties=species:S:1:pos:R:3:forces:R:3:nbo_charge:R:1
O -0.8793 -1.9087 -1.6201 0.121 0.068 0.351 -0.518
C -0.6510 -1.3708 -0.5690 0.121 -0.180 -0.312 0.430
N -1.0762 1.1667 -0.5017 0.377 0.403 0.415 -0.575
C -0.1446 1.3476 0.3413 -0.163 -0.092 -0.191 0.109
C 0.9510 0.3290 0.4632 0.027 0.253 -0.232 0.001
O 0.7630 -0.7843 1.3212 0.020 0.091 0.173 -0.457
C 0.7332 -1.0134 -0.0885 -0.043 -0.149 -0.127 -0.045
H -1.7469 1.9336 -0.4844 -0.008 0.023 -0.011 0.352
H -1.4132 -1.1106 0.1821 -0.170 -0.319 -0.105 0.126
H -0.0657 2.2331 0.9791 -0.023 -0.042 0.000 0.168
H 1.9599 0.7439 0.4912 -0.115 -0.111 -0.052 0.200
H 1.5697 -1.5662 -0.5146 -0.144 0.055 0.090 0.210
```
Forces are in eV/Å.

For the relative energy (zero: lowest compared OMol25 entry of this formula, charge and spin), the calculation gives 251.56 kJ/mol. Its total charge is 0. For the LUMO energy, the calculation gives 0.6717 eV. Its SMILES is [H]/N=C/[C@H]1O[C@H]1C=O. The frontier orbital gap is 10.45 eV. The calculation puts the HOMO energy at -9.78 eV.